ORCA calculation (ωB97M-V/def2-TZVPD) on a structure of composition C19H24GeMoN3O5.

XYZ file:
```
53
C19H24GeMoN3O5 | the Open Molecules 2025 dataset | ωB97M-V/def2-TZVPD
Mo 0.112 0.228 0.146
C -0.623 4.114 -1.303
C -0.563 3.225 -0.106
O 0.337 2.352 -0.006
N -1.480 3.381 0.840
C -1.589 2.493 1.998
C -2.463 1.293 1.718
C -3.701 1.180 2.317
C -4.503 0.082 2.031
C -4.043 -0.862 1.135
C -2.788 -0.689 0.576
N -2.001 0.355 0.867
H 0.387 4.389 -1.600
H -1.214 5.010 -1.125
H -1.067 3.549 -2.125
H -2.200 4.071 0.699
H -2.010 3.068 2.820
H -0.588 2.183 2.291
H -4.040 1.941 3.006
H -5.473 -0.022 2.500
H -4.630 -1.728 0.866
H -2.381 -1.399 -0.131
C 2.288 -3.094 2.894
Ge 0.613 -2.558 2.059
C 0.252 -3.619 0.459
C -0.886 -2.623 3.318
C 0.780 -0.636 1.600
H 2.223 -4.134 3.215
H 2.509 -2.480 3.767
H 3.115 -3.008 2.189
H -0.796 -3.917 0.411
H 0.855 -4.527 0.487
H 0.491 -3.091 -0.462
H -1.449 -3.549 3.202
H -1.568 -1.787 3.147
H -0.535 -2.565 4.348
H 1.144 0.044 2.383
O -0.292 -1.865 -3.289
C 0.101 -1.111 -2.447
O -0.586 -0.836 -1.331
C 1.399 -0.351 -2.599
C 2.102 0.189 -1.529
C 3.272 0.917 -1.719
C 3.754 1.110 -3.001
C 3.045 0.564 -4.056
C 1.888 -0.164 -3.886
N 3.552 0.777 -5.434
O 4.582 1.406 -5.550
O 2.904 0.307 -6.341
H 1.933 -0.011 -0.445
H 3.805 1.315 -0.867
H 4.659 1.664 -3.202
H 1.366 -0.582 -4.735
```

## Properties
- relative energy (zero: lowest compared OMol25 entry of this formula, charge and spin) (kJ/mol) = 17.9
- LUMO (eV) = -3.3079
- net charge = +1
- gap between HOMO and LUMO (hartree) = 0.27625
- multiplicity = 1
- HOMO level (eV) = -10.83

=====

ORCA calculation (ωB97M-V/def2-TZVPD) on a cluster of 2 separate species, C2H8OS2 in total in a non-equilibrium geometry.

XYZ file:
```
13
C2H8OS2 | the Open Molecules 2025 dataset | ωB97M-V/def2-TZVPD
C -1.581 -0.792 -1.405
S 0.210 -0.356 -0.988
S 0.036 0.695 0.687
C 0.278 -0.379 2.151
H -1.563 -1.658 -2.087
H -2.048 0.059 -1.929
H -2.200 -1.047 -0.528
H -0.215 -1.353 1.993
H -0.154 0.091 3.051
H 1.353 -0.553 2.327
O 2.269 1.706 -0.839
H 1.425 1.201 -0.884
H 2.190 2.385 -1.547
```

## Properties
- relative energy (zero: lowest compared OMol25 entry of this formula, charge and spin) (kJ/mol) = 81.0
- LUMO (eV) = 0.7623
- SMILES string = CSSC.O
- gap between HOMO and LUMO (hartree) = 0.35853
- multiplicity = 1
- HOMO level (eV) = -8.99

=====

ORCA calculation (ωB97M-V/def2-TZVPD) on a cluster of 2 separate species, H5NS in total.

XYZ file:
```
7
H5NS | the Open Molecules 2025 dataset | ωB97M-V/def2-TZVPD
N 1.357 0.155 -2.640
H 0.649 0.717 -3.083
H 0.904 -0.707 -2.404
H 1.529 0.582 -1.750
S -0.762 -0.029 1.477
H 0.378 -0.608 1.925
H -0.681 -0.788 0.369
```

## Properties
- relative energy (zero: lowest compared OMol25 entry of this formula, charge and spin) (kJ/mol) = 12.9
- LUMO (eV) = 0.7108
- SMILES string = N.S
- gap between HOMO and LUMO (hartree) = 0.39178
- multiplicity = 1
- HOMO level (eV) = -9.95